[1]
ORCA calculation (ωB97M-V with the def2-TZVPD basis set) on a molecular structure, C18H35F4N5O2PRhS in a non-equilibrium geometry.

Calculated values
- <S²>: 6.05
- 2S+1: 5
- Gap between HOMO and LUMO (alpha / beta): 7.262 / 3.980 eV
- LUMO energy (alpha / beta): -5.607 / -8.889 eV
- Net charge: +2
- E: -64761.79351 eV
- E_HOMO (alpha / beta): -12.869 / -12.869 eV

```
67
Properties=species:S:1:pos:R:3:forces:R:3:mulliken_spin:R:1
Rh 0.45737 -0.15235 1.60367 -1.862 -1.687 -2.582 2.5915
C 3.00753 -0.59678 2.75912 0.435 -0.622 0.607 -0.0131
N 1.58958 -0.77012 3.14654 1.001 -0.764 2.453 0.1192
C 1.25127 -2.20345 3.32454 0.087 0.030 1.292 -0.0305
C 1.28512 0.08626 4.35077 -1.065 0.720 -1.013 0.0463
C 1.17766 1.55260 3.79262 -0.679 -0.553 1.079 -0.0386
N 0.57304 1.60632 2.46142 0.315 2.455 0.282 0.5773
C 0.64931 2.71808 1.70748 -0.846 0.075 1.715 -0.0265
C 0.10783 2.74083 0.41156 -0.255 0.656 -1.643 0.2342
F -0.83654 1.84473 0.03732 1.183 0.382 0.427 0.0168
C 0.51659 3.74492 -0.46768 -0.804 -0.887 0.496 -0.0666
F -0.00256 3.71176 -1.69092 0.296 0.418 0.254 -0.0087
C 1.38837 4.74521 -0.03555 -0.186 -0.793 -0.357 0.2670
C 1.85937 4.75657 1.26971 0.583 1.438 0.454 -0.0740
F 2.79152 5.65865 1.65682 -1.409 -0.773 -0.365 -0.0057
C 1.21939 3.95902 2.16289 0.673 -0.407 2.700 0.1574
F 1.23958 4.22600 3.52215 0.467 -0.633 -2.271 0.0159
H 3.60720 -0.51071 3.68332 0.000 -0.291 -0.445 0.0055
H 3.12513 0.34577 2.24090 0.157 0.132 -0.434 0.0283
H 3.34826 -1.46817 2.16415 -0.154 0.719 0.231 -0.0041
H 1.98866 -2.66581 3.99965 -0.046 -0.132 -0.473 0.0112
H 1.22978 -2.65532 2.34244 0.143 -0.482 -0.122 0.0285
H 0.28295 -2.33550 3.83397 0.203 0.303 -0.427 0.0018
H 2.05084 0.06389 5.15044 -0.260 -0.262 -0.560 0.0044
H 0.31085 -0.23312 4.77257 0.564 0.094 -0.278 -0.0027
H 2.18912 1.92489 3.71855 0.156 0.646 0.262 0.0088
H 0.51300 2.13547 4.46138 0.873 -0.099 -0.112 0.0175
H 1.61612 5.56812 -0.65746 0.429 0.621 -0.806 0.0095
C -4.31099 -1.53957 -0.03784 -1.773 -0.217 -0.283 0.0017
N -2.97178 -1.16784 0.36666 2.031 -0.304 -1.589 0.0003
C -2.79823 -0.85193 1.74908 -0.863 -1.562 0.594 0.0422
P -1.59611 -1.61389 -0.55217 -3.374 -1.090 -1.199 -0.0012
O -0.32105 -0.98773 -0.03599 0.643 0.125 0.073 0.0881
N -1.42195 -3.27119 -0.57231 0.490 0.064 0.857 0.0007
C -2.57079 -4.21399 -0.45104 -0.662 0.349 0.437 0.0009
C -0.11099 -4.00642 -0.57034 -0.780 0.690 -0.694 0.0001
N -2.07654 -1.07782 -2.06879 1.264 -0.574 0.840 0.0160
C -1.13150 -1.40174 -3.16949 0.073 -1.021 -0.619 0.0002
C -2.55774 0.29511 -2.18811 -1.032 0.862 0.005 -0.0010
H -5.03744 -0.68850 0.06533 0.787 -0.516 0.063 0.0003
H -4.75219 -2.39609 0.55813 0.600 0.906 -0.371 0.0002
H -4.36011 -1.84142 -1.10398 0.283 0.229 0.663 0.0003
H -3.57743 -0.13870 2.04015 0.435 0.125 0.196 0.0012
H -1.78040 -0.46008 1.90864 -0.328 0.106 0.366 -0.0238
H -2.97069 -1.81206 2.32161 0.439 1.099 0.124 0.0001
H -3.56797 -3.77303 -0.14697 1.536 -0.167 -0.604 0.0000
H -2.37026 -4.97034 0.33659 0.195 0.382 -0.571 0.0002
H -2.68006 -4.68856 -1.42049 -0.259 -0.345 0.018 0.0002
H 0.69703 -3.31046 -0.46539 0.420 0.566 -0.193 0.0005
H 0.05359 -4.58784 -1.49844 -0.300 0.278 0.462 0.0001
H -0.03878 -4.65217 0.28746 -0.301 -0.476 0.310 0.0002
H -0.57191 -2.35700 -3.01447 -0.212 0.920 0.418 -0.0001
H -0.48313 -0.56943 -3.47397 0.102 -0.177 0.601 -0.0001
H -1.67553 -1.63863 -4.07518 -0.589 0.106 -0.155 0.0003
H -3.16294 0.61788 -1.31031 0.572 -0.395 -0.551 -0.0002
H -3.22549 0.42664 -3.06919 0.538 -0.414 0.430 0.0010
H -1.71787 0.97838 -2.31777 0.017 0.127 -0.008 0.0005
C 2.64995 2.15957 -5.82950 0.921 0.713 0.383 0.0000
S 2.23405 0.94861 -4.53812 -0.530 -1.398 -0.609 0.0000
C 2.62022 1.61658 -2.88183 0.065 1.228 -0.786 0.0004
O 0.73346 0.83278 -4.57595 0.361 0.241 0.382 -0.0001
H 1.83136 2.17710 -6.57841 0.368 -0.108 0.765 0.0000
H 3.59946 1.82702 -6.33107 -0.878 0.365 0.607 0.0000
H 2.79109 3.14626 -5.33639 -0.125 -0.442 -0.682 0.0000
H 3.65307 1.98178 -2.82234 -0.162 -0.093 -0.151 -0.0003
H 2.52554 0.75406 -2.21928 -0.316 0.212 -0.053 0.0003
H 1.91469 2.45693 -2.70091 0.346 -0.700 0.160 0.0005
```
Positions in Å, forces in eV/Å.

=====

[2]
ORCA calculation (ωB97M-V with the def2-TZVPD basis set) on C6H10O in the gas phase in a non-equilibrium geometry.

Calculated values
- Gap between HOMO and LUMO: 7.019 eV
- LUMO energy: -0.127 eV
- Energy relative to the best compared isomer or geometry (same formula, charge and spin): 98.60 kcal/mol
- E: -8426.96462 eV
- SMILES: CC(C)=C/C=C/O
- E_HOMO: -7.146 eV

```
17
Properties=species:S:1:pos:R:3:forces:R:3:nbo_charge:R:1
C 1.98194 -0.91471 -0.63359 -1.127 -1.403 1.169 -0.6337
C 0.94663 0.06479 -0.09348 -1.209 -0.915 -1.351 0.0021
C 1.47185 1.46721 0.23109 -0.793 -0.158 0.509 -0.6689
C -0.36143 -0.30010 -0.29818 0.013 3.178 -0.119 -0.2419
C -1.53806 0.49292 0.26445 0.209 -0.345 -1.482 -0.3805
C -2.67385 -0.27511 0.13032 0.941 -1.854 1.492 0.2211
O -3.31151 -0.90011 1.23609 -0.405 1.062 -0.907 -0.7117
H 2.94916 -0.70598 -0.19547 0.286 -0.361 0.137 0.2070
H 1.64489 -2.01810 -0.47052 0.800 1.941 -0.101 0.2160
H 2.05730 -0.78409 -1.68683 0.272 0.140 -1.038 0.2137
H 1.17847 2.10558 -0.67606 1.507 -0.711 1.013 0.2363
H 2.55194 1.36196 0.61510 -1.523 0.755 -1.205 0.2245
H 0.89463 1.99509 1.02386 0.284 -0.645 -0.170 0.2261
H -0.68844 -1.17287 -0.90002 0.653 0.230 0.875 0.2091
H -1.64507 1.58566 0.44493 0.897 -1.123 1.412 0.2418
H -2.82411 -0.74501 -0.85412 -0.244 -0.889 0.770 0.1392
H -2.63435 -1.25714 1.86245 -0.560 1.099 -1.005 0.5000
```
Positions in Å, forces in eV/Å.

=====

[3]
ORCA calculation (ωB97M-V with the def2-TZVPD basis set) on 9 unconnected molecules or ions with the total composition C30H69Br12O12P3 in a non-equilibrium geometry.

Calculated values
- Gap between HOMO and LUMO: 10.277 eV
- LUMO energy: 0.412 eV
- E: -925183.95131 eV
- SMILES: CCOP(=O)(OCC)OCC.CCOP(=O)(OCC)OCC.CCOP(=O)(OCC)OCC.BrCCBr.BrCCBr.BrCCBr.BrCCBr.BrCCBr.BrCCBr
- E_HOMO: -9.865 eV

```
126
Properties=species:S:1:pos:R:3:forces:R:3:lowdin_charge:R:1
C 1.32546 6.93359 1.89525 -2.071 -1.510 -1.300 -0.0405
C -0.01229 6.92387 1.02488 -0.864 0.037 0.148 -0.2015
O -0.29272 5.53885 0.65661 0.438 0.840 0.888 -0.2325
P -0.89909 5.06650 -0.68912 -0.599 -2.996 0.102 0.3772
O -0.50409 5.70034 -1.93568 0.238 0.632 -0.295 -0.2130
O -2.47213 4.97946 -0.42040 -0.201 0.259 -0.486 -0.1760
C -3.35928 4.81096 -1.55890 -0.063 -0.609 -1.487 -0.2812
C -4.75553 5.22319 -1.21983 -0.117 1.943 -0.306 -0.0849
O -0.53097 3.47510 -0.56496 -1.550 0.894 -0.771 -0.1967
C 0.77222 3.05688 -0.22706 0.252 -0.247 1.699 -0.2786
C 1.39563 2.13389 -1.26684 0.209 0.710 0.109 -0.0419
H 1.10043 6.17986 2.65356 0.264 0.154 0.138 0.0219
H 2.27961 6.63895 1.42248 -0.758 0.300 -0.305 0.0763
H 1.37938 7.87942 2.34288 0.381 1.366 0.710 0.0455
H -0.96159 7.27698 1.57683 1.786 -0.570 -0.078 0.1314
H -0.10638 7.50227 0.09092 0.995 0.014 0.288 0.1067
H -3.04692 5.44796 -2.39019 0.552 -0.286 0.100 0.1115
H -3.38806 3.74795 -1.88796 0.546 0.565 0.279 0.1262
H -5.06323 4.59548 -0.42821 -0.993 -0.490 0.892 0.0453
H -4.65196 6.27192 -0.86999 -0.439 -0.516 0.136 0.0880
H -5.50534 5.27400 -2.06925 1.178 -0.547 0.846 0.1078
H 1.28774 3.99513 -0.06739 1.109 -0.210 -0.077 0.0925
H 0.71040 2.59631 0.81089 0.163 0.241 -1.298 0.1069
H 2.37826 1.76480 -0.91762 -0.540 0.245 -0.260 0.0579
H 0.76906 1.28237 -1.49716 -0.268 -0.277 0.134 0.0483
H 1.50426 2.70647 -2.19530 0.238 -0.148 0.059 0.0822
C 5.39004 1.61101 5.61425 0.039 1.145 1.033 -0.0695
C 4.46544 2.39424 4.71244 -1.170 1.273 -0.195 -0.2790
O 4.30141 1.67689 3.49568 -0.476 -0.576 -0.395 -0.1978
P 3.12048 1.89406 2.44568 -0.626 0.827 0.822 0.3566
O 1.70549 1.70401 2.83100 0.844 -0.202 0.326 -0.2334
O 3.31675 3.36030 1.89207 0.315 0.064 -0.146 -0.1855
C 4.58118 3.72977 1.26170 -1.573 2.458 0.269 -0.2366
C 4.50949 3.54372 -0.23357 -0.036 0.305 0.053 -0.0666
O 3.66381 0.93801 1.35885 0.179 -0.716 -1.154 -0.1657
C 2.87234 -0.20530 0.94452 1.011 -0.135 -1.345 -0.2714
C 3.09747 -1.31799 1.87616 -0.865 0.224 0.937 -0.0897
H 5.40167 2.17531 6.59033 0.474 -0.483 -0.912 0.0975
H 4.99179 0.63566 5.88054 -0.122 -0.147 -0.341 0.0698
H 6.39721 1.50480 5.17763 -0.418 0.097 0.328 0.0854
H 3.45045 2.55793 5.16446 0.833 -0.296 -0.100 0.1168
H 4.80835 3.42476 4.40626 0.137 -0.941 0.703 0.1320
H 4.64679 4.85292 1.46103 0.106 -1.440 -0.099 0.1380
H 5.36391 3.25665 1.80756 0.833 -0.586 -0.022 0.0992
H 3.71672 4.18985 -0.67475 0.787 -0.180 0.304 0.0944
H 5.51305 3.77615 -0.60859 -0.356 0.048 -0.369 0.0892
H 4.23564 2.53526 -0.49612 0.261 -0.407 -0.041 0.0472
H 1.85759 0.08030 0.89092 -1.125 0.319 -0.183 0.0600
H 3.26593 -0.49257 -0.03094 -0.279 0.420 -0.250 0.1274
H 3.03637 -0.81832 2.82527 0.133 -0.441 1.011 0.0538
H 2.35153 -2.09847 1.85624 -0.237 -0.060 -0.220 0.0074
H 4.04732 -1.73627 1.72371 1.411 -0.604 0.066 0.0758
C 2.60600 -4.43591 -1.89816 0.161 -1.554 0.267 -0.0754
C 1.62004 -5.58244 -1.70089 0.125 -0.526 -0.569 -0.2511
O 0.33487 -4.99950 -1.75014 -1.091 0.899 0.019 -0.2038
P -1.06668 -5.65168 -1.48497 0.335 -0.558 -0.490 0.4200
O -2.20693 -4.72836 -1.41328 0.335 -0.064 0.248 -0.2557
O -1.12950 -6.61706 -2.79617 -1.385 -0.254 1.467 -0.1891
C -2.44169 -7.32241 -2.92441 0.783 0.214 -0.123 -0.2429
C -2.56340 -7.86950 -4.31331 0.684 -0.993 0.349 -0.0797
O -0.83167 -6.53030 -0.13759 0.116 0.287 -2.040 -0.2037
C -1.65952 -6.36913 1.02445 1.324 1.514 0.250 -0.2528
C -0.76579 -6.68255 2.22353 -1.094 -1.326 0.199 -0.0600
H 2.42714 -3.65372 -1.19728 -0.321 0.805 0.281 0.0501
H 3.60474 -4.79412 -1.71838 0.561 -0.270 0.150 0.0722
H 2.59152 -4.13153 -2.93258 -0.294 0.457 -0.150 0.0458
H 1.71748 -6.28136 -2.54314 -0.044 0.059 0.092 0.1218
H 1.64789 -6.19974 -0.79745 0.612 0.449 0.177 0.1187
H -2.44828 -8.12377 -2.17071 -0.162 0.310 -0.164 0.1222
H -3.26874 -6.62311 -2.79615 0.263 0.150 0.532 0.1091
H -2.56109 -7.10463 -5.05575 0.315 0.606 -0.527 0.0659
H -1.81774 -8.64486 -4.50456 0.242 0.342 -0.171 0.0843
H -3.49228 -8.38589 -4.41518 -0.924 -0.291 0.100 0.0705
H -2.03367 -5.33568 1.00490 -0.085 -0.341 0.287 0.1049
H -2.46309 -7.05134 0.93355 -0.897 -0.719 0.114 0.1033
H -1.44782 -7.00410 3.04427 0.599 0.408 -0.251 0.0858
H -0.19484 -7.58917 1.94829 -0.054 0.463 0.240 0.0828
H -0.09316 -5.90305 2.57387 -0.148 0.145 -0.262 0.0604
Br -3.07239 -3.36882 -4.99422 -0.007 -0.357 0.148 0.6455
C -3.00054 -1.66896 -5.93050 0.198 -0.022 0.684 -0.7157
C -1.55608 -1.44599 -6.35427 -1.560 -0.518 -1.265 -0.7188
Br -1.40818 0.34136 -7.02711 0.135 0.580 -0.161 0.6982
H -3.21764 -0.95323 -5.14126 -0.373 0.029 -0.333 -0.0541
H -3.79147 -1.71926 -6.69230 0.718 0.293 0.073 0.0657
H -1.30383 -2.09293 -7.17688 0.162 -0.240 -0.279 0.0514
H -0.87089 -1.61839 -5.57077 0.620 0.128 1.033 -0.0111
Br -4.63608 -2.56616 0.61706 0.595 -0.684 0.125 0.7329
C -5.77458 -1.10518 1.05561 0.883 0.922 0.512 -0.7449
C -5.20955 0.18117 0.50352 0.296 0.543 0.742 -0.7283
Br -6.75633 1.36242 0.36644 0.212 0.390 -0.128 0.6347
H -5.89054 -0.97374 2.12382 -0.014 -0.451 0.234 0.0642
H -6.70029 -1.33016 0.61469 -1.163 -0.263 -0.495 0.0096
H -4.75785 0.05246 -0.46188 -0.099 0.075 -0.608 0.0168
H -4.45864 0.67302 1.17731 -1.129 -0.589 -0.804 -0.0608
Br 3.06677 2.27656 -5.45323 0.098 0.699 -0.048 0.6807
C 1.60165 1.10290 -5.03655 0.831 -0.266 0.332 -0.7010
C 2.24294 -0.19877 -4.74666 1.036 -1.895 0.130 -0.7028
Br 1.33060 -1.39133 -3.49974 -0.580 0.061 0.087 0.7120
H 1.04348 1.00837 -5.91995 -0.926 0.167 -0.949 -0.0343
H 1.00330 1.44756 -4.23295 -0.364 0.715 0.705 0.0359
H 3.22064 -0.16791 -4.25191 -0.287 0.435 -0.480 0.0289
H 2.31196 -0.79382 -5.66566 0.258 0.189 0.301 0.0645
Br 0.53927 1.13764 6.27992 0.394 -0.329 -0.121 0.6248
C 1.39392 -0.54888 5.64274 0.789 0.812 1.844 -0.6817
C 0.35534 -1.28120 4.89097 0.891 -0.782 -0.157 -0.6773
Br 1.15219 -3.03383 4.52471 -0.083 -0.272 -0.186 0.6380
H 1.86382 -1.01088 6.56080 -1.014 0.242 -1.062 0.0770
H 2.20262 -0.26195 4.99519 0.247 0.325 -0.288 0.0193
H 0.23201 -0.79185 3.93317 -0.615 -0.079 -0.084 0.0367
H -0.51626 -1.49804 5.47124 -0.620 0.160 -0.040 0.0469
Br -1.12952 4.96550 4.06642 0.389 0.308 -0.316 0.6961
C -1.92901 3.21275 3.92064 -0.095 -0.104 0.882 -0.7008
C -1.74029 2.51743 2.60774 -0.075 -1.003 0.824 -0.5528
Br -2.67548 0.76216 2.69263 0.355 0.209 0.749 0.7609
H -2.94878 3.43460 4.20196 -0.352 -0.370 -0.379 0.0461
H -1.48572 2.65883 4.73532 0.131 -0.258 0.025 -0.0105
H -0.72870 2.16993 2.42553 0.140 0.631 -0.156 0.0274
H -2.25758 2.98803 1.81782 0.020 0.702 -1.053 0.0372
Br -0.24812 -2.06162 0.72984 -0.889 0.739 -0.733 0.6028
C -1.54630 -0.79809 -0.29254 0.148 -1.943 0.903 -0.5665
C -1.89105 -1.42457 -1.63506 0.674 -0.565 -0.270 -0.6890
Br -2.50005 -0.00212 -2.81928 0.146 0.215 0.068 0.6973
H -0.99950 0.11401 -0.36021 0.361 0.572 -0.147 0.0141
H -2.34499 -0.73154 0.46449 0.240 0.026 -0.884 -0.0562
H -2.68372 -2.15529 -1.67493 -0.339 -0.043 0.658 0.0005
H -1.05539 -1.97250 -2.12529 -0.302 0.896 0.395 0.0033
```
Positions in Å, forces in eV/Å.